Record 1
A molecular structure, C30H45NO2P2Sn. Source: the Open Molecules 2025 dataset; level of theory: wB97M-V/def2-TZVPD.

Summary:
lowest unoccupied orbital energy (alpha / beta): -0.177 / -0.177 eV
ΔE to the lowest compared entry with this formula, charge and spin: 0.000 eV
highest occupied orbital energy (alpha / beta): -3.396 / -3.397 eV
gap between HOMO and LUMO (alpha / beta): 3.220 / 3.220 eV

Each line ends with the Löwdin charge.
Geometry (Å):
1 P 0.66316 -1.01905 -4.13393  0.90
2 P 0.40039 -2.06496 2.04030  0.89
3 C 0.24313 -2.66199 -0.89858  -0.32
4 C -0.15183 -2.93925 0.55999  -0.26
5 H 1.26027 -3.02783 -1.04255  -0.04
6 H -0.40654 -3.27617 -1.55991  0.12
7 H -1.23184 -2.90388 0.62046  0.09
8 H 0.13239 -3.98714 0.75733  0.11
9 C 2.15628 -2.32468 2.28724  -0.14
10 H 2.49073 -1.92663 3.25956  0.06
11 H 2.75324 -1.83135 1.49956  0.05
12 H 2.39359 -3.39939 2.27640  0.08
13 C -0.67267 -2.61563 3.37229  -0.13
14 H -0.15305 -3.37945 3.98197  0.08
15 H -1.55705 -3.07875 2.90328  0.07
16 H -0.98551 -1.77052 4.01318  0.07
17 C 1.12034 0.55520 -4.90668  -0.30
18 H 0.93111 1.34491 -4.15746  0.03
19 H 0.47898 0.71193 -5.78385  0.02
20 H 2.18633 0.56938 -5.17705  0.03
21 C -1.02411 -1.30261 -4.75714  -0.29
22 H -1.09821 -2.24008 -5.33444  0.03
23 H -1.30931 -0.43865 -5.38324  0.03
24 H -1.70596 -1.35885 -3.88916  0.02
25 Sn 3.38778 -2.32523 -1.96076  1.04
26 C 2.44682 -4.59740 -2.49992  -0.27
27 C 3.78833 -4.44760 -2.06962  -0.49
28 C 4.95397 -4.15154 -3.02378  -0.32
29 C 4.51195 -3.35141 -4.31298  -0.25
30 C 3.41816 -2.27724 -4.09428  -0.46
31 C 1.98068 -2.37970 -4.62654  -0.47
32 C 1.26889 -3.74469 -4.62287  -0.23
33 C 2.04050 -4.86748 -3.91717  -0.23
34 C 0.27214 -1.19827 -1.35351  -0.25
35 H 1.71031 -4.97888 -1.78227  0.08
36 H 4.02761 -4.78445 -1.05144  0.07
37 H 5.52308 -5.06044 -3.25577  0.08
38 H 5.65091 -3.50677 -2.44192  0.06
39 H 5.40991 -2.78514 -4.61810  0.10
40 H 4.27775 -4.05799 -5.11920  0.09
41 H 3.80658 -1.26930 -4.30394  0.06
42 H 1.96145 -2.02542 -5.68030  0.08
43 H 1.07989 -4.05804 -5.67238  0.11
44 H 0.27770 -3.64284 -4.15110  0.08
45 H 1.35131 -5.72993 -3.91471  0.10
46 H 2.88867 -5.18424 -4.53404  0.09
47 H 0.34722 -0.48162 -0.53538  0.03
48 H -0.56771 -0.96716 -2.03291  0.02
49 H 1.23267 -1.07221 -1.92357  -0.10
50 C -5.06888 1.75352 3.57045  -0.06
51 C -4.12782 2.48705 2.65798  -0.23
52 C -4.64434 3.41621 1.74989  -0.05
53 C -3.81294 4.07518 0.83431  -0.08
54 C -2.45759 3.77647 0.79403  -0.02
55 C -1.92974 2.86741 1.72190  -0.21
56 N -0.57905 2.54233 1.63721  0.08
57 C 0.33234 2.55326 2.69481  -0.21
58 C 0.27895 3.49984 3.72842  -0.01
59 C 1.18180 3.39013 4.78657  -0.07
60 C 2.13759 2.37196 4.84369  -0.08
61 C 2.21013 1.42678 3.82260  -0.01
62 C 1.28441 1.51714 2.78197  -0.10
63 C 1.13583 0.54683 1.68937  -0.41
64 O 1.66475 0.62903 0.60956  0.16
65 O 0.17417 -0.46070 1.94365  -0.16
66 C -2.75000 2.24992 2.69748  -0.16
67 C -2.15414 1.33529 3.71606  -0.03
68 H -4.95648 0.66751 3.47857  0.08
69 H -4.90761 2.01732 4.62107  0.09
70 H -6.10374 1.99882 3.32357  0.08
71 H -5.71531 3.61644 1.76070  0.11
72 H -4.22806 4.80839 0.14423  0.10
73 H -1.78118 4.24341 0.07693  0.11
74 H -0.16136 2.53579 0.71027  0.16
75 H -0.45119 4.31526 3.68954  0.13
76 H 1.14158 4.10277 5.60766  0.11
77 H 2.85897 2.29191 5.65873  0.11
78 H 2.93364 0.61602 3.74672  0.12
79 H -1.38552 0.68717 3.27815  0.06
80 H -1.68657 1.89918 4.53556  0.09
81 H -2.91360 0.68790 4.16185  0.07

***

Record 2
A molecular structure, C22H21FO5S2. Source: the Open Molecules 2025 dataset; level of theory: wB97M-V/def2-TZVPD.

Summary:
lowest unoccupied orbital energy: -0.820 eV
highest occupied orbital energy: -6.993 eV
gap between HOMO and LUMO: 6.172 eV

Each line ends with the Löwdin charge.
Geometry (Å):
1 C -0.68832 -3.24613 -1.38048  0.01
2 O 0.19424 -2.16389 -1.78679  -0.05
3 C -0.02942 -0.92502 -1.53941  -0.12
4 C -0.07907 0.00438 -2.59045  -0.20
5 C -0.81742 1.20406 -2.44534  0.01
6 C -0.89051 2.09173 -3.50244  -0.03
7 C -0.19593 1.84282 -4.69271  -0.26
8 C -0.14240 2.88840 -5.76189  -0.05
9 C 0.45567 0.61478 -4.86666  -0.03
10 C 0.53985 -0.29855 -3.83762  0.03
11 H -0.47762 -4.05481 -2.08051  0.10
12 H -0.40203 -3.53298 -0.36954  0.06
13 H -1.73902 -2.93103 -1.42560  0.10
14 H -0.35573 -0.62824 -0.31448  0.04
15 H -1.30750 1.38010 -1.48905  0.12
16 H -1.46630 3.01353 -3.41118  0.12
17 H 0.47010 2.53661 -6.59623  0.08
18 H -1.14224 3.12640 -6.14108  0.09
19 H 0.29041 3.81812 -5.36901  0.09
20 H 0.92393 0.39998 -5.82724  0.11
21 H 1.07391 -1.24240 -3.93647  0.13
22 F -0.44821 0.98216 1.09253  -0.03
23 C 0.20029 -0.17976 0.76563  -0.48
24 S 1.92567 0.17661 0.28034  0.70
25 C 2.62730 0.88077 1.77596  -0.28
26 C 3.32559 0.06987 2.66855  -0.07
27 C 3.78854 0.61359 3.86635  -0.07
28 C 3.54863 1.95811 4.16164  -0.07
29 C 2.83504 2.75847 3.26403  -0.07
30 C 2.38295 2.22463 2.05807  -0.06
31 O 2.55933 -1.09179 0.02749  -0.28
32 O 1.85934 1.22850 -0.70785  -0.28
33 S 0.06485 -1.47665 2.02081  0.71
34 C -1.69832 -1.53723 2.26932  -0.27
35 C -2.28466 -0.49596 2.98735  -0.06
36 C -3.67230 -0.44718 3.10520  -0.07
37 C -4.46230 -1.42282 2.49128  -0.07
38 C -3.86576 -2.47664 1.79437  -0.07
39 C -2.47525 -2.55491 1.70778  -0.05
40 O 0.45580 -2.70661 1.37365  -0.31
41 O 0.68866 -1.03611 3.24692  -0.29
42 H 3.51183 -0.97283 2.41671  0.12
43 H 4.33006 -0.03039 4.56029  0.11
44 H 3.91385 2.38316 5.09662  0.10
45 H 2.62324 3.80397 3.48845  0.10
46 H 1.83781 2.83208 1.33884  0.11
47 H -1.65182 0.26352 3.44217  0.12
48 H -4.12217 0.36151 3.68113  0.11
49 H -5.54761 -1.36388 2.56313  0.11
50 H -4.47255 -3.24771 1.31657  0.11
51 H -1.99243 -3.39436 1.21090  0.10

***

Record 3
2 unconnected molecules or ions with the total composition C23H29BCl2FNO9S. Source: the Open Molecules 2025 dataset; level of theory: wB97M-V/def2-TZVPD.

Summary:
lowest unoccupied orbital energy: 3.452 eV
ΔE to the lowest compared entry with this formula, charge and spin: 0.000 eV
highest occupied orbital energy: -0.005 eV
gap between HOMO and LUMO: 3.456 eV
net charge: -2

Each line ends with the Löwdin charge.
Geometry (Å):
1 C 0.85698 6.72271 -0.41583  -0.06
2 C 0.64441 5.26494 -0.79078  -0.22
3 O 1.82808 4.48792 -0.52300  0.06
4 B 1.48546 3.20504 -0.13075  -0.55
5 O 1.28752 2.95660 1.20581  0.19
6 C 1.30482 2.08733 -1.26212  -0.16
7 O -0.03169 2.33971 -1.79601  -0.17
8 S -0.61492 1.19871 -2.73000  0.66
9 O -1.31380 1.83840 -3.79284  -0.25
10 O -1.33831 0.27147 -1.94641  -0.19
11 C 0.83868 0.29711 -3.34954  -0.50
12 F 1.60636 1.14467 -4.11715  -0.02
13 C 0.44012 -0.97095 -4.13309  -0.60
14 Cl 1.96409 -1.54456 -4.91674  0.68
15 C -0.62425 -0.91733 -5.23017  -0.75
16 C -2.06720 -0.97130 -4.70745  -0.10
17 Cl -0.37093 0.39672 -6.41297  0.63
18 C 1.76143 -0.13776 -2.16423  -0.10
19 C 1.51028 0.63792 -0.86181  -0.26
20 C 2.73732 0.47993 0.03282  -0.15
21 C 3.11013 -0.92223 0.56458  -0.17
22 C 2.59033 -1.26286 1.96590  -0.17
23 C 1.15931 -0.85886 2.28839  -0.13
24 N 0.85734 -1.22489 3.65734  -0.10
25 C 0.55471 -0.33190 4.63210  -0.12
26 C 0.36671 -1.02059 5.80385  -0.12
27 C 0.56019 -2.37593 5.50864  -0.12
28 C 0.84184 -2.49327 4.16815  -0.10
29 H 1.88124 6.93071 -0.14317  0.08
30 H 0.54628 7.34932 -1.24499  0.07
31 H 0.19390 6.99071 0.39933  0.07
32 H -0.21522 4.85674 -0.26041  0.12
33 H 0.41611 5.15796 -1.84650  0.12
34 H 0.36263 2.89922 1.46245  0.13
35 H 1.99842 2.32296 -2.07006  0.15
36 H 0.14973 -1.75545 -3.45004  0.12
37 H -0.48153 -1.82147 -5.80350  0.07
38 H -2.60709 -0.07517 -4.97074  0.06
39 H -2.57521 -1.80180 -5.18618  0.08
40 H -2.10901 -1.15796 -3.64273  0.07
41 H 2.79007 0.01544 -2.46570  0.13
42 H 1.55220 -1.18252 -1.97597  0.12
43 H 0.62705 0.17783 -0.41373  0.15
44 H 3.59583 0.77647 -0.57417  0.12
45 H 2.69498 1.10994 0.91374  0.10
46 H 2.85368 -1.71309 -0.13514  0.11
47 H 4.19526 -0.89928 0.63516  0.10
48 H 3.26806 -0.79733 2.68249  0.11
49 H 2.65045 -2.33699 2.11285  0.10
50 H 1.05002 0.21984 2.22643  0.11
51 H 0.46461 -1.32995 1.59643  0.11
52 H 0.47449 0.72578 4.47870  0.10
53 H 0.11135 -0.58668 6.75101  0.07
54 H 0.51393 -3.20485 6.18878  0.08
55 H 1.02911 -3.35684 3.56839  0.12
56 C -4.14869 -3.16695 3.10276  -0.04
57 C -5.30937 -3.20049 2.32025  -0.44
58 C -5.07642 -3.03252 0.79391  -0.40
59 O -6.01695 -3.12440 -0.00336  -0.05
60 C -3.74544 -2.76794 0.33662  -0.04
61 C -2.60196 -2.71723 1.12103  -0.42
62 C -2.81923 -2.98618 2.63892  -0.39
63 O -1.85434 -3.05888 3.42518  -0.05
64 O -1.42651 -2.49731 0.70790  -0.11
65 O -6.47592 -3.35857 2.72884  -0.08
66 H -4.23578 -3.29549 4.17886  0.08
67 H -3.66574 -2.60436 -0.73035  0.08

***

Record 4
A molecular structure, C4H14N4. Source: the Open Molecules 2025 dataset; level of theory: wB97M-V/def2-TZVPD.

Summary:
lowest unoccupied orbital energy: 0.712 eV
ΔE to the lowest compared entry with this formula, charge and spin: 4.085 eV
highest occupied orbital energy: -6.220 eV
gap between HOMO and LUMO: 6.932 eV

Each line ends with the Löwdin charge.
Geometry (Å):
1 C 0.21259 1.21455 -2.36350  -0.23
2 C -0.09787 -0.36000 -0.54395  -0.68
3 N 0.32299 -1.62240 -1.08713  0.09
4 N -1.53921 -0.36830 -0.42516  0.10
5 N 0.54610 0.74600 -1.05405  -0.16
6 H 0.19423 -2.36659 -0.40743  0.06
7 H 1.28152 -1.57921 -1.40390  0.08
8 H -1.91883 0.56660 -0.35090  0.07
9 H -1.95659 -0.91400 -1.16677  0.08
10 H -0.06490 0.43984 -3.09500  0.06
11 H -0.63561 1.92660 -2.35038  0.05
12 H 1.07478 1.75558 -2.76604  0.05
13 C -0.20653 -1.19391 2.11347  -0.09
14 C 0.49773 1.50027 1.31547  0.08
15 N 0.42566 -0.35020 1.10756  -0.06
16 H 1.42629 -0.52274 1.06469  0.12
17 H 0.17768 -0.96250 3.11017  0.08
18 H -0.01239 -2.25574 1.92536  0.08
19 H -1.28048 -1.02329 2.08260  0.08
20 H -0.32698 2.03798 0.85938  0.05
21 H 1.47531 1.86761 1.03403  0.05
22 H 0.40450 1.46386 2.40146  0.04

***

E_tot readings, ordered: -61826.4221; -57773.7922; -83513.4270; -10331.7193 eV